Density functional theory data (ωB97M-V/def2-TZVPD) for C33H66N4OSi2 as an isolated structure.

Output
Strongest force on any atom   0.70 eV Å⁻¹
HOMO level   -7.96 eV
LUMO   0.67 eV
Electronic energy   -59056.266 eV

The geometry in ORCA input format:
```
! RIJCOSX wB97M-V def2-TZVPD def2/J DEFGRID3
* xyz 0 1
C 6.5316 -3.9021 -0.6356
C 7.0129 -2.7978 0.0470
N 6.4010 -1.6152 0.0408
C 5.2643 -1.5263 -0.6415
C 4.6870 -2.5630 -1.3683
Si 3.0802 -2.3354 -2.2693
O 2.6554 -0.7416 -2.1722
Si 1.1068 -0.2143 -2.4775
C 0.9783 1.5953 -2.0707
C -0.4202 2.1818 -2.3290
C -1.5565 1.5392 -1.5290
C -1.2575 1.4244 -0.0358
C -2.4610 1.0420 0.8379
C -3.4911 0.1312 0.1741
C -4.5612 -0.3496 1.1498
C -5.3803 -1.5340 0.6246
C -6.1627 -1.2379 -0.6588
C -5.4069 -1.4604 -1.9845
C -5.9284 -2.6494 -2.8161
C -4.8366 -3.4589 -3.5278
N -4.4598 -4.6753 -2.8285
C -4.0874 -4.7627 -1.5228
C -3.8140 -6.0681 -1.2516
C -4.0301 -6.8034 -2.4341
C -4.4281 -5.9178 -3.3843
C 5.3609 -3.7860 -1.3596
H 7.0706 -4.8384 -0.5945
H 7.9374 -2.8720 0.6068
H 4.7722 -0.5612 -0.6197
H 2.0264 -3.1593 -1.6289
H 3.1929 -2.7708 -3.6783
H 0.8401 -0.4505 -3.9171
H 0.1439 -0.9963 -1.6712
H 1.2750 1.7615 -1.0334
H 1.7040 2.1259 -2.6922
H -0.4084 3.2538 -2.1186
H -0.6412 2.0839 -3.3953
H -1.7982 0.5603 -1.9491
H -2.4490 2.1609 -1.6466
H -0.4676 0.6898 0.1314
H -0.8727 2.3933 0.2939
H -2.1043 0.5197 1.7291
H -2.9606 1.9466 1.1958
H -2.9810 -0.7327 -0.2646
H -3.9777 0.6607 -0.6505
H -4.0725 -0.6786 2.0706
H -5.2609 0.4579 1.3666
H -6.0929 -1.8220 1.4008
H -4.7102 -2.3883 0.4958
H -6.4850 -0.1931 -0.6014
H -7.0820 -1.8251 -0.6664
H -4.3464 -1.6139 -1.7822
H -5.4944 -0.5582 -2.5903
H -6.5956 -2.2690 -3.5902
H -6.5149 -3.3293 -2.1986
H -3.9477 -2.8413 -3.6703
H -5.1930 -3.7806 -4.5048
H -4.0307 -3.9122 -0.8686
H -3.4927 -6.4487 -0.2965
H -3.9101 -7.8651 -2.5597
H -4.6883 -6.0665 -4.4179
H 4.9794 -4.6408 -1.9058
C 9.6901 -0.3520 -0.1755
C 10.3769 -0.5965 1.1587
N 11.8223 -0.4589 1.1021
C 12.4970 -0.9534 2.2876
C 12.2453 -0.2358 3.6203
C 12.3114 0.7995 0.5675
C 11.8736 2.0960 1.2638
H 10.1038 -1.0004 -0.9505
H 8.6265 -0.5655 -0.0801
H 9.7896 0.6828 -0.5052
H 10.1698 -1.6227 1.4779
H 9.9137 0.0568 1.9157
H 13.5714 -0.9583 2.0833
H 12.2105 -2.0036 2.4036
H 12.7577 0.7240 3.6725
H 12.6208 -0.8487 4.4421
H 11.1827 -0.0668 3.7971
H 12.0120 0.8571 -0.4812
H 13.4030 0.7460 0.5529
H 10.8069 2.0921 1.4917
H 12.0639 2.9472 0.6072
H 12.4172 2.2734 2.1907
C -8.2667 4.9288 4.4978
C -7.2117 4.4564 3.5097
N -7.7443 3.5844 2.4779
C -6.7176 2.9081 1.7091
C -5.7841 3.7540 0.8324
C -8.8628 4.1164 1.7188
C -8.6585 5.4404 0.9688
H -8.7891 4.0804 4.9410
H -7.7907 5.4957 5.2987
H -9.0043 5.5831 4.0324
H -6.4573 3.8814 4.0535
H -6.6904 5.3375 3.1009
H -7.2038 2.1547 1.0817
H -6.1022 2.3470 2.4196
H -6.2790 4.1099 -0.0705
H -4.9330 3.1457 0.5154
H -5.3879 4.6157 1.3704
H -9.7055 4.2370 2.4028
H -9.1748 3.3431 1.0124
H -8.1458 6.1800 1.5853
H -9.6283 5.8600 0.6949
H -8.0890 5.3132 0.0494
*
```

Löwdin atomic charge list, values in e, 6 entries: atom 1 (C): -0.066, atom 2 (C): -0.147, atom 3 (N): 0.062, atom 4 (C): -0.153, atom 5 (C): -0.289, atom 6 (Si): 0.531